This record from the Open Molecules 2025 dataset describes a molecular structure, C40H37AsBIN11S3Sr in a non-equilibrium geometry. The level of theory is ωB97M-V/def2-TZVPD.

```
95
Properties=species:S:1:pos:R:3:mulliken_charge:R:1
H 2.82566 2.77235 -1.75311 0.286
N -0.32770 3.97708 2.33326 -0.046
C 1.39260 -0.54255 4.38217 -0.704
H -4.20147 0.09790 3.37354 0.305
H -5.76301 0.40665 -2.91845 0.434
C -0.82434 -3.92775 1.90642 0.713
H -1.30855 3.97793 2.10665 0.271
C -4.85697 0.81280 -2.50529 -0.201
C 0.99349 0.23409 3.30553 -0.456
C 2.99762 0.87398 -0.75544 0.787
C 0.44540 -0.93420 5.31627 -0.153
C -2.60286 -4.32623 -1.87518 -1.282
H 5.82249 2.57667 1.28766 0.380
N -0.25478 0.67094 3.15465 0.351
H -2.16719 0.63994 3.88962 0.481
H 3.55497 -4.82503 -4.10983 0.369
N -4.13318 0.08348 -1.64850 -0.298
N 2.22584 -5.26790 0.82063 -0.683
N 1.73401 3.14480 1.77249 0.139
C 0.40467 -3.54281 1.44423 -0.196
N -3.51074 -2.38151 -1.32849 0.644
H -5.59290 -1.61576 -1.51675 -0.205
C 3.20620 -3.90288 -3.66406 -0.571
C -4.66115 -0.37054 2.52010 -0.353
C -5.88024 -1.03546 2.45010 -1.168
S -2.13576 -2.86817 2.33148 -0.268
H -1.07289 2.70885 -5.02909 0.467
C 3.35545 2.19639 -1.00393 -0.514
Sr -1.67559 -0.60143 0.46447 1.554
H 4.63298 3.83398 -0.48992 0.380
H 1.78380 4.27607 4.94116 0.448
C 1.37645 1.19431 -3.24746 -0.480
C 1.38317 -4.53386 1.10328 -0.343
C 3.20923 -3.74944 -2.28668 -0.926
H 0.71702 -1.57318 6.14536 0.401
H -0.68030 4.53327 4.28814 0.460
H 2.28436 2.65466 1.08077 -0.184
C 3.65246 0.17836 0.26027 -0.152
C -1.15546 0.29487 4.05036 -0.521
H -0.54656 -3.44922 -1.69049 0.558
C 2.73304 -2.87512 -4.46395 -0.746
C -0.85952 -0.51364 5.13858 -0.592
H 2.70744 -2.98928 -5.54080 0.397
C 2.75121 -2.57189 -1.71525 0.004
H 3.53427 -4.54945 -1.63450 0.424
C 2.29129 2.36238 -5.14743 -0.763
C 2.27456 -1.69645 -3.89322 -0.334
H 3.14754 2.64981 -5.74469 0.390
C 1.01755 2.77887 -5.51181 -0.551
I 3.35963 -1.17034 4.50455 0.057
H -2.35106 2.69206 -1.67950 0.568
H 3.46353 1.23767 -3.75554 0.461
S 0.92230 -1.89772 1.20339 0.227
C -5.94098 -1.45473 1.14119 -0.205
H 3.36052 -0.83539 0.51077 0.298
C 2.46742 1.57275 -4.02466 0.247
H -2.46844 -5.36056 -2.12910 0.407
N -4.83583 -1.06027 0.50056 0.568
C 0.10753 1.60859 -3.62312 -0.825
H 0.42109 5.60516 3.42320 0.277
C -0.07463 2.39760 -4.75120 -0.435
H 2.85446 4.59682 2.78383 0.377
H 1.89317 -0.91796 -4.54289 0.325
H 1.70521 0.49718 2.53491 0.742
C 4.37085 2.80473 -0.27793 -0.579
H 0.88052 3.39524 -6.39024 0.362
H -6.69541 -2.00547 0.61066 0.434
N -1.30074 -6.45819 2.15936 -0.630
C 1.33980 3.76434 4.08771 -0.270
H 1.01410 2.77697 4.41223 -0.105
B -4.55195 -1.27095 -1.02805 -0.077
As 1.47051 0.05085 -1.66636 1.531
C 4.66328 0.79275 0.98928 -0.889
H -0.75647 1.31096 -3.04014 0.351
C -4.23813 2.02997 -2.68684 -1.476
H -4.55368 2.84555 -3.31068 0.431
C 0.14447 4.55374 3.57451 -0.844
C 2.28902 -1.52723 -2.51233 0.587
C 0.43962 3.28263 1.48136 -0.321
S -0.18444 2.65039 0.04698 -0.055
N -2.16381 -2.19631 -1.33992 -0.541
H 3.15628 2.91978 3.24532 0.342
H 2.70923 -2.49493 -0.63533 -0.160
H -1.64566 -0.82227 5.81158 0.389
C -3.11303 1.95398 -1.86426 -0.397
N -4.03216 -0.38023 1.35658 -0.336
N -3.05001 0.78715 -1.24471 0.785
H -4.80392 -3.98619 -1.70164 0.458
C -3.78258 -3.65275 -1.65473 -0.170
C -1.62153 -3.35887 -1.65855 -0.273
H -6.59804 -1.19884 3.22995 0.408
C 5.03143 2.10415 0.72002 -0.714
C -1.07180 -5.33554 2.04528 -0.188
H 5.15502 0.23691 1.77547 0.509
C 2.37171 3.63013 2.97620 -0.599
```

Calculated values
Spin multiplicity: 1
F_max (eV Å⁻¹): 1.8
E_LUMO (eV): 1.904
E_HOMO (eV): -3.740
Kohn-Sham gap (Ha): 0.2074
ΔE to the lowest compared entry with this formula, charge and spin (kcal/mol): 35.9
Total charge: -1